No. 1
{
  "formula": "C6H13N",
  "method": "the ωB97M-V functional and the def2-TZVPD basis",
  "species": ["C", "C", "C", "C", "C", "C", "N", "H", "H", "H", "H", "H", "H", "H", "H", "H", "H", "H", "H", "H"],
  "xyz": [[-1.739, 0.991, -0.399], [-0.643, 0.531, 0.544], [-0.828, -0.825, 1.246], [0.642, -1.159, 0.960], [0.708, 0.025, -0.029], [0.668, -0.425, -1.489], [1.798, 0.940, 0.257], [-1.993, 0.217, -1.119], [-1.432, 1.883, -0.941], [-2.635, 1.231, 0.171], [-0.433, 1.317, 1.271], [-1.119, -0.789, 2.293], [-1.516, -1.475, 0.708], [0.844, -2.142, 0.540], [1.286, -0.991, 1.819], [-0.131, -1.142, -1.653], [0.514, 0.427, -2.150], [1.613, -0.900, -1.751], [2.688, 0.509, 0.030], [1.707, 1.778, -0.308]],
  "forces_ev_per_angstrom": [[0.2, 0.0, 0.2], [-0.2, 0.1, -0.2], [-0.2, 0.0, 0.2], [0.2, -0.1, 0.0], [0.1, -0.1, -0.1], [0.0, 0.1, 0.4], [0.2, 0.2, 0.1], [-0.1, -0.1, -0.1], [-0.1, 0.1, -0.1], [-0.1, 0.0, 0.0], [0.1, 0.0, 0.0], [-0.1, -0.1, 0.0], [-0.1, 0.0, 0.0], [0.1, -0.1, 0.0], [0.1, 0.0, 0.0], [-0.1, -0.1, -0.1], [0.0, 0.1, -0.1], [0.1, 0.0, 0.0], [0.0, 0.1, -0.1], [0.1, 0.0, 0.0]],
  "lowdin_charge": [-0.070, -0.313, -0.134, -0.117, -0.561, -0.040, 0.066, 0.069, 0.075, 0.077, 0.137, 0.102, 0.107, 0.104, 0.108, 0.079, 0.078, 0.080, 0.076, 0.077],
  "homo_energy_ev": -9.118,
  "largest_force_ev_per_a": 0.4,
  "relative_energy_kj_mol": 27.7,
  "smiles": "C[C@H]1CC[C@]1(C)N",
  "gap_ev": 10.23,
  "total_charge": 0
}



No. 2
{
  "formula": "C20H30N2ReS3SeSi",
  "method": "the ωB97M-V functional and the def2-TZVPD basis",
  "species": ["Re", "C", "C", "S", "C", "C", "S", "C", "C", "S", "H", "H", "H", "H", "H", "H", "H", "H", "H", "H", "H", "H", "Se", "C", "C", "C", "N", "C", "C", "H", "H", "H", "H", "C", "Si", "C", "C", "N", "C", "C", "C", "C", "C", "C", "H", "H", "H", "H", "H", "H", "H", "H", "H", "H", "H", "H", "H", "H"],
  "xyz": [[-0.143, 0.158, -0.049], [-1.514, -3.032, -0.378], [-2.617, -2.016, -0.595], [-2.101, -0.453, -1.360], [-1.493, -0.914, -3.021], [-0.077, -1.459, -3.086], [1.093, -0.518, -2.033], [2.099, -1.840, -1.291], [1.329, -2.927, -0.552], [-0.058, -2.312, 0.472], [-1.187, -3.472, -1.317], [-1.884, -3.842, 0.252], [-3.070, -1.703, 0.349], [-3.416, -2.442, -1.205], [-1.591, 0.004, -3.600], [-2.205, -1.634, -3.430], [0.296, -1.381, -4.108], [-0.028, -2.504, -2.793], [2.755, -1.298, -0.608], [2.723, -2.277, -2.073], [2.011, -3.448, 0.121], [0.916, -3.676, -1.227], [-0.242, 2.513, -0.673], [-0.811, 2.394, -2.508], [0.103, 2.163, -3.527], [-0.379, 2.068, -4.832], [-1.661, 2.198, -5.132], [-2.522, 2.472, -4.164], [-2.145, 2.579, -2.826], [1.163, 2.075, -3.332], [0.298, 1.890, -5.658], [-3.554, 2.612, -4.459], [-2.884, 2.810, -2.071], [-2.399, 1.474, 2.353], [-0.635, 1.587, 2.942], [-0.424, 0.802, 4.614], [0.053, 3.313, 2.906], [0.325, 0.599, 1.748], [1.560, -0.028, 2.053], [2.705, 0.440, 1.405], [3.930, -0.171, 1.641], [4.009, -1.241, 2.519], [2.865, -1.699, 3.172], [1.639, -1.100, 2.946], [-3.059, 1.912, 3.099], [-2.712, 0.431, 2.233], [-2.572, 2.003, 1.418], [-0.866, 1.486, 5.340], [0.622, 0.682, 4.892], [-0.928, -0.156, 4.723], [-0.650, 3.990, 3.390], [0.242, 3.701, 1.904], [0.987, 3.362, 3.466], [2.636, 1.313, 0.763], [4.820, 0.205, 1.158], [4.962, -1.710, 2.716], [2.934, -2.523, 3.868], [0.752, -1.458, 3.448]],
  "forces_ev_per_angstrom": [[0.3, 0.2, 0.3], [0.0, 0.0, 0.0], [0.0, 0.0, 0.0], [-0.3, -0.1, 0.0], [0.0, 0.0, 0.0], [0.0, 0.0, 0.0], [0.2, -0.1, -0.2], [0.0, 0.0, 0.0], [0.0, -0.1, 0.0], [0.0, -0.1, 0.0], [0.0, 0.0, 0.0], [0.0, 0.0, 0.0], [0.0, 0.0, 0.0], [0.0, 0.0, 0.0], [0.0, 0.0, 0.0], [0.0, 0.0, 0.0], [0.0, 0.0, 0.0], [0.0, 0.0, 0.0], [0.0, 0.0, 0.0], [0.0, 0.0, 0.0], [0.0, 0.0, 0.0], [0.0, 0.0, 0.0], [0.0, -0.1, 0.0], [0.1, 0.1, 0.0], [0.1, 0.0, -0.2], [0.2, 0.1, 0.4], [-0.2, -0.1, -0.5], [0.1, 0.0, 0.4], [-0.2, 0.0, -0.1], [0.0, 0.0, 0.0], [0.0, 0.0, 0.0], [-0.1, 0.0, 0.0], [0.0, 0.0, 0.0], [0.1, -0.2, -0.1], [0.0, 0.2, 0.2], [0.0, 0.1, -0.1], [0.1, -0.1, 0.0], [-0.5, 0.1, -0.2], [0.0, 0.0, -0.1], [0.2, 0.0, 0.0], [0.0, -0.1, 0.1], [0.0, 0.1, -0.1], [-0.1, 0.0, 0.0], [0.2, -0.1, 0.0], [-0.1, 0.1, 0.1], [0.0, 0.0, 0.0], [0.0, 0.1, -0.1], [-0.1, 0.0, 0.1], [0.1, 0.0, 0.0], [0.0, -0.1, 0.0], [-0.1, 0.1, 0.1], [0.0, 0.0, 0.0], [0.0, 0.0, 0.0], [0.0, 0.0, 0.0], [0.1, 0.0, 0.0], [0.0, 0.0, 0.0], [0.0, 0.0, 0.0], [0.0, 0.0, 0.0]],
  "lowdin_charge": [0.759, -0.432, -0.450, 0.858, -0.406, -0.395, 0.867, -0.438, -0.418, 0.911, 0.078, 0.103, 0.090, 0.109, 0.053, 0.116, 0.109, 0.069, 0.061, 0.111, 0.100, 0.084, 0.809, -0.641, -0.144, -0.123, 0.084, -0.115, -0.123, 0.094, 0.123, 0.124, 0.111, -0.176, 0.438, -0.153, -0.155, -0.307, -0.419, -0.057, -0.059, -0.042, -0.038, -0.073, 0.051, 0.027, 0.010, 0.054, 0.043, 0.043, 0.052, -0.009, 0.048, 0.111, 0.122, 0.120, 0.123, 0.110],
  "homo_energy_ev": [-14.184, -14.911],
  "multiplicity": 4,
  "largest_force_ev_per_a": 0.6,
  "gap_ev": [6.93, 6.78],
  "total_charge": 2,
  "s2": 3.77
}



No. 3
{
  "formula": "CH14NO4",
  "method": "the ωB97M-V functional and the def2-TZVPD basis",
  "species": ["C", "N", "H", "H", "H", "H", "H", "H", "H", "H", "O", "H", "H", "O", "H", "H", "O", "H", "H", "O"],
  "xyz": [[-0.272, 1.770, -1.040], [-0.475, 1.026, 0.248], [0.798, 1.819, -1.214], [-0.689, 2.764, -0.924], [-0.746, 1.125, -1.768], [-0.531, 0.011, 0.098], [-0.086, 1.137, 1.196], [-1.553, 1.147, 0.431], [1.215, -2.703, 1.793], [-0.103, -2.082, 1.306], [0.632, -1.928, 1.896], [1.423, -1.500, -2.369], [0.365, -1.854, -3.410], [0.509, -1.419, -2.562], [-0.858, -2.140, -1.209], [-1.624, -2.892, 0.054], [-1.112, -2.150, -0.275], [1.748, 2.284, 2.656], [0.511, 3.183, 2.783], [0.848, 2.403, 2.309]],
  "forces_ev_per_angstrom": [[1.3, -0.3, 1.2], [-3.2, -1.4, 0.3], [0.1, 0.1, -0.2], [-0.2, 0.0, -0.2], [-0.2, 0.3, -0.4], [0.6, -0.1, -0.3], [0.9, 1.1, -0.7], [0.7, 0.2, 0.1], [-0.4, 0.6, 0.0], [-0.3, -0.1, -0.6], [1.0, -0.3, 0.7], [1.5, -0.2, 0.3], [0.1, 0.0, 0.0], [-1.7, 0.1, -0.3], [-0.1, -0.6, 0.0], [-0.2, -0.3, -0.8], [0.2, 0.9, 0.8], [-0.3, -0.1, -0.1], [0.0, -0.3, -0.2], [0.3, 0.4, 0.5]],
  "lowdin_charge": [-0.176, 0.002, 0.070, 0.054, 0.052, 0.069, 0.080, 0.051, 0.035, -0.045, -0.114, 0.016, 0.048, -0.063, 0.009, 0.050, -0.121, 0.046, 0.047, -0.110],
  "homo_energy_ev": [-2.650, -10.913],
  "multiplicity": 2,
  "largest_force_ev_per_a": 3.5,
  "relative_energy_kj_mol": 51.5,
  "gap_ev": [3.18, 11.22],
  "total_charge": 0,
  "s2": 0.75
}



No. 4
{
  "formula": "C16H38FO14S4Tl",
  "method": "the ωB97M-V functional and the def2-TZVPD basis",
  "species": ["Tl", "F", "O", "C", "O", "C", "C", "C", "H", "H", "H", "H", "H", "H", "O", "S", "O", "O", "C", "C", "C", "H", "H", "H", "H", "H", "H", "H", "H", "O", "S", "O", "O", "C", "C", "C", "H", "H", "H", "H", "H", "H", "H", "H", "O", "S", "O", "O", "C", "C", "C", "H", "H", "H", "H", "H", "H", "H", "H", "O", "S", "O", "O", "C", "C", "C", "H", "H", "H", "H", "H", "H", "H", "H"],
  "xyz": [[2.289, 19.480, -15.109], [3.540, 18.139, -12.838], [1.954, 17.701, -8.774], [2.432, 16.720, -9.264], [1.807, 15.545, -9.114], [2.452, 14.473, -9.821], [3.472, 15.219, -10.728], [3.676, 16.551, -10.056], [1.712, 13.982, -10.447], [2.862, 13.804, -9.066], [3.055, 15.213, -11.739], [4.333, 14.569, -10.913], [3.763, 17.407, -10.726], [4.499, 16.497, -9.336], [4.369, 15.155, -16.958], [3.585, 15.388, -15.784], [2.642, 16.482, -15.695], [2.809, 13.982, -15.523], [1.548, 13.992, -14.845], [1.214, 12.529, -14.566], [4.699, 15.417, -14.370], [0.808, 14.499, -15.474], [1.646, 14.597, -13.927], [0.924, 12.116, -15.536], [0.410, 12.390, -13.853], [2.133, 12.016, -14.287], [4.116, 15.508, -13.455], [5.358, 16.271, -14.512], [5.300, 14.510, -14.389], [6.592, 15.132, -12.531], [7.074, 16.232, -11.729], [6.924, 16.279, -10.300], [8.652, 16.410, -12.095], [9.499, 17.027, -11.144], [10.788, 17.423, -11.845], [6.496, 17.813, -12.438], [9.723, 16.269, -10.373], [9.062, 17.812, -10.510], [11.600, 17.575, -11.133], [10.797, 18.362, -12.406], [11.023, 16.628, -12.552], [5.547, 17.978, -11.913], [6.198, 17.725, -13.479], [7.280, 18.542, -12.264], [7.084, 21.197, -13.350], [5.655, 21.347, -13.202], [4.795, 20.494, -13.991], [5.360, 21.005, -11.634], [4.042, 21.145, -11.112], [4.024, 20.519, -9.714], [5.181, 23.097, -13.254], [3.340, 20.541, -11.699], [3.734, 22.188, -11.030], [4.730, 20.989, -9.030], [4.312, 19.474, -9.849], [3.046, 20.534, -9.237], [5.873, 23.572, -12.562], [4.133, 23.146, -12.977], [5.359, 23.526, -14.238], [-0.569, 15.373, -12.921], [-0.027, 16.703, -12.725], [0.759, 17.347, -13.745], [-1.277, 17.658, -12.331], [-2.221, 17.101, -11.385], [-2.631, 18.193, -10.418], [0.921, 16.716, -11.186], [-1.821, 16.224, -10.877], [-3.075, 16.746, -11.961], [-1.795, 18.760, -10.008], [-3.285, 17.837, -9.624], [-3.233, 18.935, -10.950], [1.953, 16.407, -11.345], [0.503, 16.083, -10.408], [0.895, 17.768, -10.901]],
  "forces_ev_per_angstrom": [[0.3, -0.5, 0.4], [0.0, 0.0, -0.1], [0.6, 0.5, -0.1], [-1.0, -0.5, 1.7], [0.0, -0.3, 0.8], [0.7, 0.7, -0.3], [0.1, -2.5, -0.4], [1.2, 0.2, -0.5], [-0.2, -0.2, 0.3], [0.1, -0.1, -0.3], [0.0, 0.6, 0.1], [0.4, 0.5, 0.6], [0.2, -0.1, 0.1], [0.1, 0.2, -0.1], [-0.5, 0.5, 0.7], [0.1, -1.1, -0.9], [0.4, -0.3, 0.1], [0.6, 1.2, 0.1], [-0.3, -0.5, 0.3], [0.4, 0.6, -0.9], [-0.1, -0.2, -0.1], [0.0, 0.0, 0.1], [0.0, -0.1, 0.0], [-0.1, -0.2, 0.2], [0.0, 0.1, 0.1], [-0.1, -0.1, 0.3], [0.0, 0.1, -0.2], [-0.3, 0.0, -0.2], [-0.2, 0.0, -0.1], [0.5, 0.9, 1.1], [0.6, -0.1, -0.7], [-0.1, -0.1, -0.7], [-1.7, 0.0, 0.1], [1.6, 0.1, 0.6], [0.0, 0.1, 0.0], [-0.3, -0.5, 0.0], [0.0, -0.2, -0.1], [-0.5, 0.1, -0.5], [-0.1, -0.4, 0.2], [-0.7, 0.0, 0.0], [0.3, 0.0, 0.1], [-0.2, 0.3, 0.3], [0.6, -0.1, 0.0], [-0.2, 0.3, 0.1], [-1.6, 0.1, 0.2], [1.1, 0.3, 1.2], [-0.3, 0.3, -0.2], [0.7, 0.3, -1.2], [-1.1, -0.6, 1.2], [0.6, -0.3, -0.3], [0.5, -1.0, -0.2], [0.1, 0.4, -0.3], [0.1, 0.1, -0.4], [0.1, 0.1, -0.1], [0.0, 0.0, 0.3], [-0.1, 0.2, -0.3], [-0.3, 0.0, 0.2], [0.0, 0.2, 0.1], [-0.1, -0.3, -0.2], [1.0, 1.0, -0.2], [-2.2, -1.1, 1.1], [-0.1, 0.3, 0.3], [2.0, -0.5, -0.8], [-0.9, -0.1, 0.7], [-0.4, 0.7, -0.5], [-0.6, 1.1, -0.9], [0.3, 0.1, 0.0], [0.0, 0.0, 0.0], [0.2, -0.4, 0.2], [0.2, -0.3, 0.1], [0.1, 0.0, -0.1], [-0.9, 0.4, -1.0], [-0.9, 0.2, -0.6], [0.0, -0.1, 0.0]],
  "lowdin_charge": [1.144, -0.324, 0.242, -0.508, 0.019, -0.060, -0.142, -0.062, 0.141, 0.149, 0.086, 0.131, 0.096, 0.154, -0.205, 0.665, -0.352, -0.202, -0.247, -0.021, -0.098, 0.141, 0.100, 0.099, 0.089, 0.091, 0.046, 0.063, 0.087, -0.260, 0.684, -0.238, -0.188, -0.248, -0.030, -0.048, 0.156, 0.145, 0.098, 0.094, 0.094, 0.049, 0.063, 0.080, -0.249, 0.630, -0.430, -0.248, -0.269, -0.039, -0.074, 0.106, 0.121, 0.093, 0.058, 0.089, 0.089, 0.066, 0.088, -0.252, 0.671, -0.366, -0.230, -0.245, -0.048, -0.082, 0.112, 0.137, 0.081, 0.094, 0.089, 0.034, 0.099, 0.103],
  "homo_energy_ev": -15.976,
  "largest_force_ev_per_a": 2.7,
  "relative_energy_kj_mol": 136.8,
  "gap_ev": 2.45,
  "total_charge": 2
}